Record 1
{
  "formula": "C15H36BiN2S3Sb2SeSi",
  "method": "ωB97M-V with the def2-TZVPD basis set",
  "species": ["Bi", "S", "Sb", "S", "S", "C", "Si", "C", "C", "Se", "H", "H", "H", "H", "H", "H", "H", "H", "H", "C", "C", "C", "Sb", "C", "C", "C", "C", "C", "C", "H", "H", "H", "H", "H", "H", "H", "H", "H", "H", "H", "H", "H", "H", "H", "H", "H", "H", "H", "H", "H", "C", "N", "C", "C", "N", "H", "H", "H", "H", "H", "H"],
  "coordinates": [[-1.8654, 1.8220, 0.4327], [-1.8167, 6.1215, 1.3459], [-2.8120, 5.0415, -0.5403], [-1.0010, 3.5356, -1.2232], [-4.0363, 3.3054, 0.5906], [-4.4227, -0.2243, 1.5494], [-4.4665, -0.6983, -0.2604], [-4.4772, -2.5693, -0.3753], [-5.9797, 0.0124, -1.0867], [-2.6494, 0.1142, -1.4382], [-5.2602, -0.7212, 2.0480], [-4.5478, 0.8505, 1.6947], [-3.5074, -0.5555, 2.0432], [-5.4106, -2.9670, 0.0308], [-3.6605, -2.9991, 0.2082], [-4.3822, -2.9108, -1.4076], [-6.8944, -0.3449, -0.6062], [-6.0183, -0.2501, -2.1447], [-5.9467, 1.1013, -1.0075], [2.4136, 3.9802, 0.5407], [3.0811, 2.6089, 0.4651], [4.2078, 2.5960, -0.5623], [1.5735, 1.0873, 0.1068], [2.0953, 0.3881, -1.8739], [1.5107, -1.0053, -2.0680], [1.5315, 1.3623, -2.9053], [2.4351, -0.5053, 1.2924], [3.9060, -0.7593, 0.9959], [2.1934, -0.2306, 2.7749], [3.1536, 4.7513, 0.7763], [1.6326, 4.0200, 1.3018], [1.9435, 4.2484, -0.4068], [3.4857, 2.3588, 1.4510], [3.8281, 2.8435, -1.5558], [4.7066, 1.6291, -0.6290], [4.9626, 3.3464, -0.3087], [3.1844, 0.3482, -1.9466], [0.4259, -0.9806, -1.9325], [1.9257, -1.7354, -1.3673], [1.7071, -1.3679, -3.0820], [0.4412, 1.3939, -2.8463], [1.7966, 1.0500, -3.9200], [1.8909, 2.3832, -2.7631], [1.8433, -1.3781, 1.0037], [4.5159, 0.0988, 1.2865], [4.0906, -0.9589, -0.0617], [4.2702, -1.6199, 1.5672], [2.7064, 0.6777, 3.1019], [2.5766, -1.0556, 3.3844], [1.1302, -0.1161, 2.9911], [-0.7711, -3.4884, -0.7058], [-0.2910, -3.1217, 0.6193], [0.6812, -3.9958, 1.2558], [-0.6987, -2.0273, 1.2318], [-1.0609, -1.0911, 1.8103], [-1.3372, -4.4202, -0.6551], [0.0761, -3.6184, -1.3821], [-1.4021, -2.6938, -1.0984], [0.2702, -5.0021, 1.3620], [0.9300, -3.6144, 2.2433], [1.5927, -4.0493, 0.6549]],
  "forces_ev_per_a": [[0.028, -0.013, 0.053], [-0.051, -0.069, -0.074], [0.091, -0.106, 0.034], [-0.162, 0.097, 0.133], [0.191, 0.047, -0.135], [0.026, -0.025, -0.056], [-0.038, -0.038, -0.018], [0.105, 0.021, -0.016], [0.014, 0.041, 0.081], [0.002, -0.075, 0.119], [-0.027, 0.039, -0.007], [-0.034, 0.002, 0.055], [0.020, 0.014, -0.032], [-0.035, 0.037, -0.021], [0.037, 0.010, -0.017], [-0.004, -0.014, -0.002], [0.001, 0.003, -0.003], [0.016, -0.008, -0.004], [-0.031, -0.001, -0.021], [0.060, 0.026, 0.019], [-0.024, 0.026, -0.032], [-0.040, 0.019, 0.009], [-0.207, 0.023, -0.005], [0.034, 0.058, 0.077], [-0.009, -0.034, -0.010], [0.020, -0.047, -0.013], [-0.040, 0.011, 0.014], [0.001, -0.022, -0.002], [-0.025, -0.008, -0.050], [-0.006, 0.000, 0.005], [-0.002, -0.005, 0.007], [-0.006, 0.001, -0.020], [0.007, -0.031, -0.015], [0.024, -0.003, -0.015], [0.022, -0.017, 0.018], [-0.005, 0.001, 0.009], [-0.002, 0.027, -0.002], [-0.040, -0.048, -0.008], [0.008, 0.025, 0.004], [-0.005, -0.007, 0.000], [-0.032, 0.014, -0.009], [0.017, -0.004, 0.006], [0.012, -0.006, 0.000], [0.062, -0.041, -0.014], [0.017, 0.011, -0.011], [-0.001, -0.008, -0.003], [0.010, 0.004, -0.008], [0.025, 0.001, -0.002], [0.006, 0.021, 0.012], [0.010, -0.004, 0.008], [0.004, 0.119, 0.002], [0.108, 0.021, -0.049], [0.015, -0.007, 0.034], [-0.149, -0.124, 0.064], [0.051, 0.052, -0.088], [-0.027, -0.009, -0.024], [0.012, -0.024, 0.011], [-0.045, 0.005, 0.030], [-0.004, 0.004, -0.008], [-0.006, 0.020, -0.016], [0.003, -0.002, 0.008]],
  "e_lumo_ev": [0.0, -2.2],
  "total_energy_ha": -5283.30862,
  "multiplicity": 2,
  "e_homo_ev": [-7.978, -7.935],
  "gap_ev": [7.93, 5.77]
}



Record 2
{
  "formula": "C23H27AgBrN8O4",
  "method": "ωB97M-V with the def2-TZVPD basis set",
  "species": ["Ag", "Br", "C", "C", "C", "C", "C", "C", "N", "N", "C", "C", "C", "C", "O", "C", "N", "C", "C", "C", "C", "H", "H", "H", "H", "H", "H", "H", "H", "H", "C", "C", "C", "O", "C", "O", "O", "H", "H", "H", "H", "H", "H", "H", "C", "N", "C", "C", "N", "N", "C", "N", "N", "H", "H", "H", "H", "H", "H", "H", "H", "H", "H", "H"],
  "coordinates": [[1.3690, -2.4016, -0.5200], [-5.7640, 3.9497, 2.3574], [-4.2036, 4.1206, 1.2664], [-3.6869, 5.3804, 0.9744], [-2.5642, 5.4956, 0.1895], [-1.8815, 4.3649, -0.3522], [-2.4285, 3.0966, 0.0036], [-3.5702, 2.9925, 0.7796], [-0.9018, 4.6030, -1.2444], [-0.1342, 3.6144, -1.7203], [0.4931, 2.7632, -0.9565], [0.6045, 2.9246, 0.4910], [1.1420, 2.1355, 1.4189], [1.6792, 0.7336, 1.2954], [1.3849, -0.0525, 2.3255], [1.3662, 0.4148, -1.1992], [1.6926, -0.6389, -1.9593], [1.9608, -0.4539, -3.2526], [1.9306, 0.7980, -3.8313], [1.5186, 1.8735, -3.0581], [1.1822, 1.7015, -1.7195], [-4.1711, 6.2677, 1.3632], [-2.1706, 6.4735, -0.0610], [-1.9532, 2.1867, -0.3362], [-3.9657, 2.0133, 1.0204], [0.2386, 3.8925, 0.8144], [1.2298, 2.5070, 2.4318], [2.2053, -1.3417, -3.8237], [2.1837, 0.9231, -4.8755], [1.3883, 2.8585, -3.4850], [4.9916, -0.8500, 2.2128], [3.9187, -0.6665, 1.1403], [4.5719, -0.6796, -0.2383], [2.9891, -1.7466, 1.2327], [3.2229, 0.6950, 1.3614], [3.8504, 1.6314, 1.7963], [1.0987, 0.0737, 0.0688], [5.5279, -1.7813, 2.0202], [4.5137, -0.9098, 3.1912], [5.6916, -0.0159, 2.2184], [5.1476, -1.6020, -0.3439], [5.2482, 0.1701, -0.3450], [3.8292, -0.6421, -1.0305], [2.2516, -1.3366, 1.7994], [-4.1747, -2.9321, 0.5490], [-3.0516, -2.2164, -0.0445], [-3.1585, -0.7729, 0.1072], [-1.7685, -2.7409, 0.0853], [-0.7362, -2.1329, 0.4858], [-1.7066, -4.0783, -0.3509], [-0.6180, -4.9298, -0.4237], [-1.0437, -6.2195, -0.7522], [0.6015, -4.5918, -0.2587], [-5.0665, -2.8046, -0.0663], [-4.3923, -2.5495, 1.5527], [-3.9587, -3.9941, 0.6379], [-4.1344, -0.4581, -0.2605], [-2.3938, -0.2731, -0.4843], [-3.0643, -0.4544, 1.1522], [-0.9060, -1.1967, 0.8391], [-2.4780, -4.3543, -0.9361], [-1.8731, -6.5214, -0.2629], [-0.3128, -6.9121, -0.7314], [1.2087, -5.4030, -0.2579]],
  "forces_ev_per_a": [[0.329, -0.247, -0.059], [0.012, 0.003, -0.012], [-0.009, 0.068, 0.010], [-0.025, -0.034, 0.021], [0.090, -0.010, -0.057], [-0.187, -0.045, 0.006], [-0.008, 0.003, 0.050], [0.070, -0.043, -0.032], [0.193, 0.023, -0.005], [-0.146, -0.089, 0.085], [-0.032, 0.147, -0.032], [0.006, 0.011, -0.014], [0.015, -0.086, -0.103], [-0.047, 0.221, 0.737], [0.014, -0.142, -0.285], [-0.005, -0.090, -0.036], [0.009, 0.117, 0.016], [0.009, -0.016, -0.010], [0.005, 0.012, -0.029], [0.015, 0.005, 0.018], [-0.003, 0.005, 0.013], [0.002, 0.004, -0.003], [-0.017, 0.004, 0.011], [0.042, 0.024, -0.031], [-0.011, -0.030, 0.010], [0.019, 0.017, 0.033], [-0.038, 0.007, 0.009], [0.014, 0.005, 0.003], [-0.006, -0.003, 0.003], [0.000, -0.003, 0.004], [-0.091, 0.009, 0.060], [0.211, -0.151, 0.088], [0.023, 0.013, 0.031], [-0.148, 0.220, 0.110], [-0.236, -0.234, -0.227], [0.141, 0.203, -0.209], [-0.087, 0.188, -0.266], [-0.017, -0.009, 0.016], [0.027, 0.004, 0.009], [-0.007, -0.002, -0.026], [-0.011, -0.008, -0.026], [0.010, -0.009, 0.025], [0.016, 0.008, -0.004], [0.033, -0.091, 0.004], [0.022, 0.028, -0.010], [-0.028, -0.055, -0.057], [-0.020, 0.010, -0.008], [0.003, 0.092, 0.153], [-0.196, -0.146, 0.018], [0.035, 0.047, -0.120], [0.001, -0.091, 0.107], [-0.023, 0.034, 0.057], [-0.163, 0.092, -0.079], [-0.007, 0.010, 0.013], [0.008, -0.016, 0.016], [-0.014, -0.001, -0.013], [0.001, 0.002, 0.006], [-0.002, 0.002, -0.007], [0.018, 0.013, 0.007], [0.140, -0.004, 0.069], [-0.004, -0.003, 0.000], [0.007, -0.018, -0.007], [0.008, 0.000, -0.023], [0.041, 0.026, -0.028]],
  "e_lumo_ev": 1.7,
  "charge": -1,
  "total_energy_ha": -4352.63557,
  "multiplicity": 1,
  "e_homo_ev": -2.831,
  "relative_energy_kcal_mol": 74.3,
  "gap_ev": 4.52
}



Record 3
{
  "formula": "C4H10N2OS",
  "method": "ωB97M-V with the def2-TZVPD basis set",
  "species": ["N", "C", "C", "C", "S", "N", "C", "O", "H", "H", "H", "H", "H", "H", "H", "H", "H", "H"],
  "coordinates": [[-2.1297, 0.9894, 0.7140], [-0.7368, 0.4257, 0.8908], [-0.0559, -0.1215, -0.3728], [1.2966, 0.6946, -0.5507], [0.8235, 2.4454, -0.7841], [-0.0330, -1.5831, -0.2398], [1.0141, -2.2343, 0.3237], [2.0120, -1.7042, 0.7615], [-2.0562, 1.7668, 0.0709], [-2.6770, 0.2257, 0.3595], [-0.8979, -0.3279, 1.6602], [-0.2697, 1.2405, 1.4498], [-0.6263, 0.1157, -1.2729], [1.7971, 0.5679, 0.4004], [1.8100, 0.3600, -1.4485], [0.7805, 2.5426, -2.1283], [-0.9080, -2.0851, -0.3521], [0.8567, -3.3182, 0.5183]],
  "forces_ev_per_a": [[1.511, -0.569, 0.353], [-2.407, 1.298, 0.958], [0.287, 0.905, 0.541], [-1.784, -1.033, -0.370], [0.178, 0.223, 0.138], [0.970, -0.169, -0.688], [-0.456, -0.408, 1.152], [0.280, 0.143, -0.345], [-0.369, -0.161, -0.290], [-0.641, 0.207, -0.513], [0.424, -0.440, -0.234], [0.808, -0.158, -0.542], [-0.324, -0.081, 0.238], [0.742, 0.311, -0.388], [0.502, -0.097, 0.420], [0.082, -0.370, 0.210], [0.397, 0.179, -0.103], [-0.201, 0.219, -0.536]],
  "e_lumo_ev": 0.6,
  "smiles": "NC[C@@H](CS)NC=O",
  "total_energy_ha": -741.32695,
  "multiplicity": 1,
  "e_homo_ev": -9.068,
  "relative_energy_kcal_mol": 32.0,
  "gap_ev": 9.69
}